Formula: C26H33N3O4S
Source: the Open Molecules 2025 dataset
Level of theory: ωB97M-V with the def2-TZVPD basis set

```
! RIJCOSX wB97M-V def2-TZVPD def2/J DEFGRID3
* xyz 0 1
C -1.22 -1.39 -3.11
H -1.97 -2.06 -3.32
H -0.48 -1.36 -4.11
H -1.56 -0.39 -3.08
O -0.56 -2.03 -2.20
C 0.50 -1.32 -1.62
C 1.02 -0.25 -2.13
C 2.22 0.49 -1.91
C 2.81 0.01 -0.73
C 2.36 -1.20 -0.03
C 1.14 -1.55 -0.52
S 0.46 -3.14 0.15
O 0.62 -4.50 -0.80
O 1.29 -3.30 1.53
N -1.03 -2.93 0.48
H -1.61 -2.94 -0.13
C -1.16 -1.88 1.45
C -2.69 -1.35 1.65
C -2.59 0.04 2.42
C -4.12 0.60 2.66
N -4.75 0.82 1.17
C -4.81 -0.26 0.60
C -3.30 -0.84 0.28
H -3.45 -1.80 -0.22
H -2.67 -0.06 -0.55
H -5.09 -0.10 -0.52
H -5.30 -1.29 0.95
C -4.39 2.26 0.58
C -3.14 2.26 0.09
C -1.97 2.62 0.87
C -0.69 2.90 0.27
C -0.52 2.59 -1.16
C -1.51 2.36 -1.86
C -2.86 2.02 -1.42
C -3.96 1.78 -2.37
H -3.52 2.14 -3.36
H -4.74 2.54 -2.43
H -4.31 0.85 -1.98
H -1.38 2.27 -2.92
H 0.40 2.85 -1.34
C 0.52 3.03 1.40
H 0.78 2.25 1.79
H 1.08 3.68 0.78
H 0.04 3.48 2.16
H -2.30 2.91 1.77
H -4.41 2.80 1.36
H -5.13 2.11 -0.10
H -3.93 1.34 3.16
H -4.73 -0.05 2.97
H -2.51 -0.28 3.54
H -1.95 0.71 2.05
H -3.18 -2.08 1.98
H -0.55 -1.87 2.27
H -0.57 -0.95 1.05
H 2.88 -1.66 0.97
C 4.08 0.73 0.12
C 4.84 0.26 0.88
C 5.74 1.37 1.01
N 5.60 2.31 0.02
O 4.62 1.77 -0.37
C 7.04 1.47 1.79
H 7.69 0.68 1.90
H 7.56 2.46 1.56
H 6.47 1.58 3.01
H 4.84 -0.63 1.65
H 2.71 1.26 -2.24
H 0.66 0.20 -3.12
*
```

The gap between HOMO and LUMO comes out at 7.93 eV. The molar mass comes out at 483.63 g/mol. As for the total energy: -50965.035 eV.


Formula: C2H7IN3
Source: the Open Molecules 2025 dataset
Level of theory: ωB97M-V with the def2-TZVPD basis set

```
! RIJCOSX wB97M-V def2-TZVPD def2/J DEFGRID3
* xyz 1 3
C 0.79 0.15 -0.33
C -1.22 0.48 -0.18
N 0.52 -0.61 0.84
N 1.54 -0.44 -1.28
N -0.67 -0.02 1.25
I -2.11 2.46 -0.30
H 1.00 1.13 -0.08
H -2.03 -0.21 -0.47
H 0.66 -1.57 0.64
H 1.93 -0.10 -2.25
H 1.43 -1.47 -1.36
H -0.49 0.89 1.76
H -1.36 -0.68 1.76
*
```

The gap between HOMO and LUMO (alpha / beta) comes out at 5.35 / 6.42 eV. The molar mass comes out at 200.00 g/mol. As for the total energy: -14743.908 eV. The expectation value of S² is 2.008.


Formula: C87H222N10O29
Source: the Open Molecules 2025 dataset
Level of theory: ωB97M-V with the def2-TZVPD basis set

```
! RIJCOSX wB97M-V def2-TZVPD def2/J DEFGRID3
* xyz 0 1
C 1.56 4.91 -1.13
O 1.61 4.67 0.25
C 0.55 3.83 0.72
C 1.13 3.18 2.04
N 1.44 4.20 3.02
C 0.34 4.67 3.77
C 0.79 5.92 4.61
O 0.80 7.01 3.68
C 0.77 8.27 4.27
H 2.34 5.61 -1.43
H 0.64 5.37 -1.51
H 1.69 4.02 -1.75
H 0.24 3.09 -0.01
H -0.31 4.46 0.94
H 2.07 2.68 1.81
H 0.45 2.43 2.43
H 1.79 4.98 2.49
H 0.18 3.92 4.54
H -0.58 4.93 3.24
H 1.80 5.76 5.01
H 0.16 5.97 5.49
H 0.86 9.07 3.53
H 1.66 8.36 4.89
H -0.20 8.39 4.76
C -1.95 -2.07 -5.31
O -0.99 -1.10 -4.82
C 0.05 -0.80 -5.71
C 0.92 0.39 -5.18
N 2.13 0.63 -5.89
C 2.97 1.71 -5.36
C 2.42 3.05 -5.54
O 1.19 3.37 -4.84
C 0.93 4.72 -4.92
H -2.66 -2.09 -4.49
H -1.49 -3.05 -5.51
H -2.46 -1.81 -6.24
H -0.24 -0.40 -6.68
H 0.67 -1.67 -5.91
H 1.22 0.25 -4.14
H 0.33 1.31 -5.25
H 2.59 -0.27 -5.86
H 3.95 1.55 -5.80
H 3.13 1.55 -4.29
H 2.24 3.26 -6.59
H 3.24 3.70 -5.23
H 1.11 5.23 -5.86
H 1.58 5.19 -4.18
H -0.09 4.99 -4.65
C -7.63 -3.52 -3.32
O -6.43 -3.90 -4.00
C -6.54 -5.20 -4.58
C -6.92 -6.41 -3.76
N -5.77 -6.84 -2.95
C -5.40 -5.87 -1.92
C -4.30 -6.32 -1.02
O -3.97 -5.29 -0.13
C -2.87 -5.55 0.74
H -7.85 -4.10 -2.43
H -8.45 -3.60 -4.04
H -7.58 -2.46 -3.07
H -5.58 -5.38 -5.06
H -7.20 -5.16 -5.44
H -7.22 -7.22 -4.42
H -7.75 -6.09 -3.12
H -6.09 -7.63 -2.41
H -6.29 -5.71 -1.32
H -5.18 -4.87 -2.29
H -3.44 -6.65 -1.60
H -4.70 -7.22 -0.55
H -2.52 -4.64 1.22
H -2.00 -6.04 0.31
H -3.10 -6.21 1.58
C 4.52 11.74 -7.40
O 5.03 11.22 -6.22
C 4.67 9.89 -5.89
C 5.52 9.57 -4.60
N 5.03 8.27 -4.07
C 5.97 7.71 -3.06
C 5.43 6.37 -2.53
O 5.63 5.31 -3.52
C 5.48 3.93 -3.03
H 3.47 11.96 -7.18
H 4.80 11.12 -8.25
H 4.87 12.73 -7.66
H 4.82 9.13 -6.66
H 3.63 9.77 -5.59
H 5.38 10.36 -3.86
H 6.55 9.49 -4.96
H 4.79 7.56 -4.74
H 6.07 8.44 -2.26
H 6.96 7.59 -3.50
H 4.39 6.40 -2.22
H 6.08 6.10 -1.69
H 6.31 3.71 -2.35
H 5.55 3.23 -3.86
H 4.50 3.79 -2.57
C 1.64 8.03 -3.85
O 0.43 7.36 -3.60
C -0.74 8.14 -3.51
C -2.03 7.28 -3.56
N -2.10 6.58 -2.34
C -3.15 5.51 -2.34
C -2.75 4.25 -3.12
O -1.65 3.64 -2.51
C -1.34 2.33 -2.98
H 1.82 8.67 -2.99
H 1.59 8.59 -4.79
H 2.44 7.29 -3.92
H -0.84 8.87 -4.31
H -0.73 8.61 -2.53
H -1.90 6.60 -4.40
H -2.96 7.83 -3.72
H -1.23 6.07 -2.26
H -4.14 5.83 -2.66
H -3.31 5.17 -1.31
H -2.48 4.57 -4.13
H -3.58 3.56 -3.24
H -0.81 2.31 -3.93
H -2.23 1.72 -3.12
H -0.63 1.92 -2.26
C -0.35 -4.13 2.56
O -0.61 -5.49 2.95
C -0.59 -5.67 4.36
C -0.67 -7.15 4.61
N -1.97 -7.69 4.29
C -2.12 -9.10 4.56
C -3.56 -9.55 4.22
O -3.97 -9.04 2.90
C -5.31 -9.28 2.54
H -0.36 -4.04 1.48
H 0.59 -3.75 2.97
H -1.15 -3.48 2.92
H -1.44 -5.19 4.84
H 0.37 -5.32 4.72
H -0.48 -7.41 5.65
H 0.07 -7.67 4.00
H -2.16 -7.72 3.30
H -1.95 -9.36 5.60
H -1.32 -9.65 4.07
H -4.17 -9.20 5.06
H -3.65 -10.63 4.21
H -5.48 -10.35 2.58
H -5.41 -8.95 1.51
H -5.92 -8.66 3.20
C 6.61 -2.66 -0.76
O 5.99 -2.40 0.47
C 4.63 -2.89 0.56
C 3.94 -2.75 1.90
N 3.53 -1.34 2.04
C 3.22 -1.00 3.46
C 3.20 0.52 3.65
O 4.53 1.02 3.34
C 4.73 2.33 3.84
H 7.59 -2.18 -0.70
H 6.04 -2.18 -1.55
H 6.79 -3.72 -0.93
H 4.58 -3.96 0.36
H 3.98 -2.49 -0.22
H 4.66 -2.96 2.70
H 3.03 -3.34 1.96
H 4.24 -0.65 1.86
H 3.92 -1.48 4.14
H 2.31 -1.53 3.72
H 2.90 0.70 4.68
H 2.42 0.90 2.99
H 5.62 2.71 3.33
H 4.89 2.42 4.92
H 3.89 2.97 3.58
C -3.70 3.13 1.37
O -4.57 4.05 0.70
C -5.88 3.63 0.34
C -6.62 4.66 -0.54
N -7.34 5.70 0.17
C -6.50 6.39 1.17
C -7.38 7.49 1.73
O -7.92 8.35 0.68
C -7.01 9.15 0.06
H -2.83 3.69 1.73
H -3.44 2.35 0.66
H -4.16 2.68 2.25
H -6.37 3.51 1.31
H -5.98 2.66 -0.16
H -7.34 4.24 -1.24
H -5.92 5.17 -1.20
H -7.54 6.42 -0.51
H -5.62 6.87 0.73
H -6.14 5.76 1.99
H -6.86 8.13 2.44
H -8.24 7.13 2.28
H -6.28 8.56 -0.49
H -6.65 9.87 0.79
H -7.55 9.80 -0.64
C -8.81 -5.16 9.47
O -8.19 -5.41 8.11
C -7.28 -6.50 8.22
C -6.32 -6.56 7.05
N -5.22 -5.57 7.22
C -4.21 -5.64 6.14
C -4.79 -5.17 4.77
O -4.97 -3.76 4.75
C -5.38 -3.41 3.40
H -9.76 -5.66 9.67
H -9.04 -4.11 9.61
H -8.12 -5.40 10.28
H -7.82 -7.44 8.19
H -6.64 -6.49 9.10
H -6.84 -6.48 6.10
H -5.95 -7.59 7.06
H -5.58 -4.63 7.18
H -3.69 -6.59 6.10
H -3.47 -4.96 6.56
H -5.66 -5.79 4.54
H -4.11 -5.56 4.01
H -5.37 -2.33 3.31
H -6.33 -3.78 3.02
H -4.61 -3.70 2.68
C 10.65 -3.51 -0.45
O 9.94 -2.26 -0.30
C 10.62 -1.34 0.53
C 9.64 -0.29 1.06
N 9.40 0.79 0.12
C 8.46 1.80 0.61
C 6.99 1.36 0.28
O 6.77 1.20 -1.11
C 5.42 0.95 -1.52
H 11.03 -3.98 0.46
H 11.50 -3.36 -1.11
H 9.95 -4.20 -0.92
H 11.45 -0.96 -0.06
H 11.02 -1.74 1.46
H 10.01 0.08 2.02
H 8.69 -0.80 1.20
H 8.94 0.38 -0.69
H 8.65 2.69 0.01
H 8.56 1.93 1.69
H 6.33 2.19 0.52
H 6.74 0.52 0.92
H 5.26 -0.10 -1.29
H 5.32 1.07 -2.60
H 4.69 1.55 -0.97
C 1.50 -3.89 -3.44
C 0.86 -3.75 -2.06
C -0.24 -4.83 -1.89
O 1.79 -3.86 -1.01
H 2.31 -3.16 -3.37
H 0.86 -3.76 -4.30
H 2.01 -4.84 -3.60
H 0.45 -2.74 -2.05
H -0.65 -4.78 -0.88
H 0.10 -5.86 -2.05
H -1.10 -4.61 -2.53
H 1.49 -3.22 -0.36
C 5.20 5.98 2.98
C 5.79 5.22 1.78
C 4.67 4.69 0.82
O 6.63 6.06 1.01
H 6.08 6.26 3.57
H 4.52 5.23 3.36
H 4.72 6.93 2.73
H 6.39 4.35 2.06
H 5.00 4.18 -0.08
H 4.01 5.49 0.50
H 4.10 3.96 1.39
H 7.33 6.38 1.59
C -1.32 1.26 4.55
C -2.21 0.17 5.22
C -1.79 -1.24 4.71
O -2.03 0.19 6.61
H -1.18 1.08 3.48
H -0.34 1.33 5.03
H -1.82 2.22 4.64
H -3.24 0.46 5.03
H -2.20 -2.01 5.38
H -0.72 -1.35 4.54
H -2.17 -1.34 3.70
H -1.13 -0.04 6.84
C 1.74 0.28 -0.73
C 0.68 -0.34 0.21
C -0.68 -0.40 -0.40
O 1.14 -1.65 0.60
H 2.72 0.24 -0.27
H 1.48 1.32 -0.94
H 1.79 -0.24 -1.69
H 0.71 0.31 1.09
H -1.17 0.57 -0.50
H -1.41 -1.06 0.08
H -0.65 -0.86 -1.39
H 1.97 -1.47 1.05
C 0.79 -7.41 0.69
C 2.19 -7.10 1.21
C 2.95 -8.36 1.42
O 2.83 -6.37 0.23
H 0.80 -8.07 -0.18
H 0.24 -6.53 0.39
H 0.15 -7.88 1.43
H 2.29 -6.51 2.12
H 3.99 -8.12 1.66
H 2.98 -8.89 0.47
H 2.52 -8.94 2.24
H 2.26 -5.65 -0.06
C 5.60 -2.37 -6.90
C 4.63 -2.45 -5.69
C 4.99 -1.50 -4.54
O 3.33 -2.13 -6.14
H 5.16 -2.69 -7.85
H 6.39 -3.09 -6.70
H 6.05 -1.40 -7.09
H 4.66 -3.47 -5.31
H 5.04 -0.47 -4.90
H 5.97 -1.71 -4.11
H 4.24 -1.61 -3.75
H 3.07 -2.79 -6.78
C -6.72 -1.18 -6.62
C -5.27 -1.13 -6.16
C -5.14 -0.07 -5.01
O -4.98 -2.44 -5.69
H -6.84 -1.80 -7.51
H -6.96 -0.17 -6.97
H -7.43 -1.38 -5.82
H -4.64 -0.86 -7.01
H -4.15 -0.04 -4.56
H -5.74 -0.31 -4.14
H -5.28 0.92 -5.43
H -5.53 -2.75 -4.97
C -4.03 -2.14 -1.92
C -4.62 -1.71 -0.57
C -5.65 -0.58 -0.68
O -5.24 -2.80 0.03
H -4.81 -2.30 -2.67
H -3.45 -3.04 -1.77
H -3.36 -1.42 -2.38
H -3.85 -1.52 0.18
H -6.00 -0.22 0.28
H -6.49 -0.85 -1.32
H -5.07 0.26 -1.06
H -4.62 -3.52 0.11
C -0.06 -2.27 8.16
C 1.39 -2.05 7.70
C 1.76 -2.93 6.49
O 1.50 -0.71 7.26
H -0.76 -2.13 7.34
H -0.38 -1.67 9.02
H -0.25 -3.32 8.42
H 2.07 -2.25 8.53
H 1.20 -2.69 5.59
H 1.65 -4.01 6.61
H 2.84 -2.85 6.34
H 1.55 -0.19 8.07
*
```

The gap between HOMO and LUMO comes out at 8.75 eV. The molar mass comes out at 1872.77 g/mol. As for the total energy: -168080.420 eV.


Formula: C17H18N3OOsS4Si
Source: the Open Molecules 2025 dataset
Level of theory: ωB97M-V with the def2-TZVPD basis set

```
! RIJCOSX wB97M-V def2-TZVPD def2/J DEFGRID3
* xyz 1 1
Os 1.10 1.02 1.08
O 0.89 3.96 7.23
C 0.97 3.37 6.21
S 2.30 3.58 5.04
C 1.72 2.44 3.85
C 0.54 1.79 4.13
S -0.21 0.63 3.11
S -0.24 2.17 5.65
S 2.67 2.20 2.44
C 2.16 -1.33 -1.32
Si 2.18 -1.06 0.60
C 4.01 -1.01 1.17
C 1.25 -2.48 1.52
H 2.49 -2.34 -1.52
H 2.84 -0.66 -1.83
H 1.18 -1.21 -1.76
H 4.48 -1.96 0.93
H 4.10 -0.86 2.25
H 4.59 -0.23 0.68
H 1.74 -3.42 1.28
H 0.20 -2.57 1.24
H 1.30 -2.36 2.60
C 0.50 2.57 -2.88
C 1.06 2.06 -1.72
N 0.35 1.35 -0.83
C -0.94 1.10 -1.09
C -1.58 1.56 -2.24
C -0.84 2.33 -3.14
C -3.00 1.31 -2.46
C -3.70 0.19 -2.23
C -3.20 -1.12 -1.85
C -4.10 -2.15 -1.54
C -3.55 -3.39 -1.22
N -2.25 -3.59 -1.23
C -1.48 -2.57 -1.55
N -1.89 -1.36 -1.85
H 1.11 3.13 -3.57
H 2.11 2.22 -1.49
H -1.48 0.53 -0.35
H -1.31 2.72 -4.03
H -3.54 2.16 -2.87
H -4.77 0.23 -2.38
H -5.17 -1.98 -1.53
H -4.17 -4.24 -0.96
H -0.41 -2.75 -1.55
*
```

The gap between HOMO and LUMO (alpha / beta) comes out at 5.55 / 5.56 eV. The molar mass comes out at 626.94 g/mol. As for the total energy: -78117.868 eV.


Formula: C2H6IO
Source: the Open Molecules 2025 dataset
Level of theory: ωB97M-V with the def2-TZVPD basis set

```
! RIJCOSX wB97M-V def2-TZVPD def2/J DEFGRID3
* xyz -1 1
I 17.22 23.57 -4.08
C 19.22 20.52 -3.03
C 17.82 20.32 -2.66
O 16.95 20.88 -3.63
H 19.54 21.54 -2.83
H 19.46 20.35 -4.08
H 19.91 19.92 -2.43
H 17.58 20.77 -1.69
H 17.63 19.25 -2.60
H 16.71 21.79 -3.45
*
```

The gap between HOMO and LUMO comes out at 7.14 eV. The molar mass comes out at 172.97 g/mol. As for the total energy: -12320.903 eV.